{"formula": "CH2NO3PS", "method": "wB97M-V/def2-TZVPD", "elements": ["C", "N", "O", "O", "O", "P", "S", "H", "H"], "coordinates": [[-0.00317, -0.60999, -0.25293], [-2.60951, 0.43249, 0.28204], [2.04513, -0.28111, -1.44232], [2.19229, 0.14783, 1.11835], [1.28712, 1.91087, -0.56220], [1.56889, 0.50225, -0.22889], [-0.09011, -2.14876, 0.01426], [-2.81429, -0.28105, 0.97250], [-1.57636, 0.32748, 0.09918]], "mulliken_charge": [-0.222, -0.737, -0.722, -0.753, -0.758, 0.849, -0.368, 0.215, 0.496], "relative_energy_ev": 6.224, "charge": -2, "homo_ev": [0.01, 1.12], "energy_ev": -28823.54947, "mol_weight_g_mol": 139.07, "orbital_gap_ev": [5.6, 4.6], "largest_force_ev_per_a": 2.14}

=====

{"formula": "C6H8", "method": "wB97M-V/def2-TZVPD", "elements": ["C", "C", "C", "C", "C", "C", "H", "H", "H", "H", "H", "H", "H", "H"], "coordinates": [[-0.49734, 2.64960, 0.31242], [-0.35072, 1.44640, 0.31457], [-1.98272, -0.68242, -0.60336], [-1.10671, -0.75946, 0.37019], [1.93808, -0.24014, -0.25152], [-0.13912, 0.16292, 0.82479], [-0.92895, 3.66914, 0.26726], [-2.80428, -1.31246, -0.75447], [-1.83090, 0.15159, -1.26569], [-1.07074, -1.68003, 0.90120], [1.70776, 0.71677, -0.80149], [2.76653, -0.22515, 0.42715], [1.60879, -1.24868, -0.59917], [0.35150, 0.10863, 1.87002]], "mulliken_charge": [-0.062, -0.535, -0.782, -0.067, -0.742, -0.176, 0.390, 0.297, 0.235, 0.336, 0.267, 0.283, 0.275, 0.280], "relative_energy_ev": 5.145, "homo_ev": [-8.09, -7.77], "energy_ev": -6345.63896, "mol_weight_g_mol": 80.13, "orbital_gap_ev": [7.8, 7.9], "largest_force_ev_per_a": 3.52}

=====

{"formula": "C3H13NO4", "method": "wB97M-V/def2-TZVPD", "elements": ["C", "C", "N", "C", "O", "H", "H", "H", "H", "H", "H", "H", "O", "H", "H", "O", "H", "H", "O", "H", "H"], "coordinates": [[1.72487, 0.37565, -1.27833], [0.79014, 1.41507, -0.46736], [-0.24425, 2.11409, -1.18984], [0.38559, 0.59996, 0.75013], [-0.85200, 0.38103, 0.99120], [1.93017, 0.83138, -2.21399], [0.98308, -0.35292, -1.64883], [2.59489, 0.15899, -0.63531], [1.36850, 2.22204, -0.13648], [-0.80945, 2.70707, -0.49732], [-0.83645, 1.51061, -1.67476], [1.05924, 0.22392, 1.45130], [-2.87459, 0.00983, -1.23837], [-2.12824, 0.40671, -0.77693], [-3.47408, 0.07482, -0.54211], [1.39899, -2.41386, 0.65166], [1.82401, -2.56984, 1.53515], [0.49963, -2.23321, 1.02120], [-0.90427, -1.84377, 2.24537], [-1.10673, -1.02422, 1.75549], [-1.32904, -2.59336, 1.89813]], "mulliken_charge": [-1.251, -0.082, -0.594, -0.006, -0.678, 0.448, 0.303, 0.357, 0.410, 0.287, 0.249, 0.547, -0.640, 0.308, 0.279, -0.632, 0.326, 0.317, -0.752, 0.492, 0.312], "relative_energy_ev": 2.446, "homo_ev": -10.08, "energy_ev": -13000.71965, "smiles": "C[C@@H](N)C=O.O.O.O", "mol_weight_g_mol": 127.14, "orbital_gap_ev": 10.3, "largest_force_ev_per_a": 5.93}

=====

{"formula": "C53H88N22O7PS2", "method": "wB97M-V/def2-TZVPD", "elements": ["C", "C", "C", "C", "S", "O", "O", "N", "S", "O", "O", "C", "C", "C", "P", "O", "O", "C", "C", "O", "C", "C", "H", "H", "H", "H", "H", "H", "H", "H", "H", "H", "H", "H", "H", "H", "H", "H", "H", "H", "H", "H", "H", "H", "H", "H", "H", "C", "C", "N", "H", "H", "H", "C", "C", "N", "H", "H", "H", "C", "C", "N", "H", "H", "H", "C", "C", "N", "H", "H", "H", "C", "C", "N", "H", "H", "H", "C", "C", "N", "H", "H", "H", "C", "C", "N", "H", "H", "H", "C", "C", "N", "H", "H", "H", "C", "C", "N", "H", "H", "H", "C", "C", "N", "H", "H", "H", "C", "C", "N", "H", "H", "H", "C", "C", "N", "H", "H", "H", "C", "C", "N", "H", "H", "H", "C", "C", "N", "H", "H", "H", "C", "C", "N", "H", "H", "H", "C", "C", "N", "H", "H", "H", "C", "C", "N", "H", "H", "H", "C", "C", "N", "H", "H", "H", "C", "C", "N", "H", "H", "H", "C", "C", "N", "H", "H", "H", "C", "C", "N", "H", "H", "H"], "coordinates": [[0.18596, 4.94162, -2.59112], [-0.13359, 3.46096, -2.59001], [-1.39695, 3.09078, -1.80450], [-0.99896, 2.22170, -0.62851], [-2.17691, 2.16564, 0.69722], [-1.50425, 1.90952, 1.95352], [-2.82922, 3.45505, 0.71232], [-3.28747, 1.07002, 0.34560], [-2.72571, -0.37621, -0.04253], [-3.08363, -0.70317, -1.40556], [-1.33050, -0.59913, 0.26819], [-3.67030, -1.49324, 0.97119], [-3.03783, -1.69269, 2.33654], [-2.68112, -3.16907, 2.58875], [-1.08912, -3.24373, 3.38217], [-0.03827, -2.81061, 2.46153], [-0.89684, -4.74118, 3.90360], [0.03138, -5.49281, 3.08332], [1.45568, -5.24415, 3.44905], [-1.26061, -2.36254, 4.68179], [-0.09756, -1.67245, 5.17018], [0.09423, -2.01614, 6.62799], [0.54119, 5.23612, -1.61265], [-0.67545, 5.54019, -2.82546], [0.98806, 5.12218, -3.28119], [0.70625, 2.95198, -2.15742], [-0.23575, 3.11545, -3.60277], [-2.03824, 2.50085, -2.43875], [-1.92759, 3.96880, -1.48649], [-0.08282, 2.57954, -0.18889], [-0.81520, 1.22951, -0.99056], [-4.62535, -1.02382, 1.11101], [-3.77578, -2.40137, 0.41166], [-2.13485, -1.10793, 2.41221], [-3.68830, -1.35095, 3.11722], [-2.57947, -3.68292, 1.65021], [-3.44276, -3.63714, 3.19057], [-0.18475, -6.53354, 3.25623], [-0.17724, -5.29620, 2.04624], [2.05289, -5.98333, 2.94957], [1.76194, -4.28376, 3.07101], [1.63370, -5.26455, 4.50970], [-0.30719, -0.62220, 5.07190], [0.79612, -1.94258, 4.63879], [-0.76152, -1.77178, 7.22319], [0.34407, -3.06431, 6.67371], [0.98037, -1.48749, 6.94625], [0.01979, -9.35090, 5.57658], [1.31198, -8.85328, 5.13966], [2.32878, -8.45424, 4.79908], [-0.31746, -8.78610, 6.44182], [-0.71270, -9.24569, 4.77956], [0.10290, -10.40056, 5.84500], [0.62508, -0.76827, -3.18140], [1.27897, 0.45363, -3.61717], [1.77578, 1.43297, -3.94578], [0.86724, -1.56404, -3.87368], [0.96718, -1.03701, -2.18482], [-0.45464, -0.62783, -3.15945], [2.89018, 7.68018, -5.01791], [1.55184, 7.14402, -5.17263], [0.49460, 6.73270, -5.32556], [3.00060, 8.14583, -4.04069], [3.61759, 6.87939, -5.11795], [3.07578, 8.42003, -5.79212], [1.57393, 5.62527, -8.97247], [2.75510, 6.31490, -8.49231], [3.67490, 6.85991, -8.08353], [1.47565, 5.75928, -10.04639], [1.65536, 4.56407, -8.74753], [0.69173, 6.02220, -8.47444], [0.76992, 10.29347, -8.01035], [1.88075, 10.98218, -7.38338], [2.76671, 11.51685, -6.89499], [0.83861, 9.22687, -7.80599], [-0.17106, 10.67034, -7.61764], [0.80319, 10.45598, -9.08494], [-0.30063, 4.59974, 3.43598], [0.77656, 5.21735, 4.18941], [1.62644, 5.70424, 4.78408], [-0.25662, 3.51619, 3.51945], [-1.26009, 4.94363, 3.81458], [-0.22116, 4.86737, 2.38590], [-3.47226, -6.35049, -0.18308], [-3.13515, -7.26614, 0.89036], [-2.86459, -7.97297, 1.74812], [-4.22716, -6.79244, -0.82227], [-3.86365, -5.42468, 0.23109], [-2.58079, -6.12662, -0.76556], [-6.36092, -7.71902, -3.51058], [-6.36421, -7.16631, -2.17057], [-6.35355, -6.72982, -1.11230], [-7.31129, -8.21310, -3.70189], [-6.21030, -6.92660, -4.23693], [-5.55445, -8.43894, -3.60961], [1.07560, -2.03516, 10.50392], [-0.24937, -2.41836, 10.05616], [-1.29252, -2.71880, 9.70279], [1.07005, -1.88931, 11.58144], [1.78796, -2.81543, 10.24668], [1.36968, -1.10651, 10.02080], [-1.39972, -6.81506, -3.44322], [-2.62021, -6.90936, -4.22341], [-3.57640, -6.96488, -4.84971], [-1.50962, -7.37295, -2.51653], [-0.56983, -7.22795, -4.01059], [-1.19087, -5.77217, -3.21434], [-0.69138, 6.69772, 7.37185], [-1.64072, 5.96258, 8.18422], [-2.39388, 5.38750, 8.82587], [-1.18803, 7.54756, 6.90999], [0.12516, 7.05490, 7.99386], [-0.28583, 6.05690, 6.59363], [2.96004, 13.60509, -3.92330], [2.84097, 12.72672, -2.77548], [2.74898, 12.03352, -1.87008], [3.98113, 13.96944, -4.00479], [2.70383, 13.06241, -4.83098], [2.29067, 14.45447, -3.81264], [5.33592, -5.69684, 0.95493], [3.95052, -6.10051, 0.83553], [2.85912, -6.40534, 0.68291], [5.57331, -5.46406, 1.99047], [5.98686, -6.49496, 0.60951], [5.50706, -4.81652, 0.34288], [-6.44163, -4.58854, 4.36471], [-6.22115, -3.39951, 3.56336], [-6.04264, -2.47013, 2.92079], [-6.53603, -5.45556, 3.71519], [-5.60132, -4.73764, 5.03895], [-7.35255, -4.47475, 4.94710], [2.65246, 15.20938, -7.55560], [2.61244, 16.06242, -6.38264], [2.58058, 16.73602, -5.45861], [1.74904, 14.60737, -7.60694], [2.72365, 15.82491, -8.44920], [3.51330, 14.54698, -7.50664], [2.60229, -2.32688, 0.75149], [3.15104, -2.51121, -0.57980], [3.58444, -2.65978, -1.63012], [2.18629, -3.26206, 1.11816], [3.39497, -1.99639, 1.42017], [1.80822, -1.58077, 0.73636], [2.23679, 2.75691, -12.15301], [1.71764, 4.10997, -12.20557], [1.30919, 5.17781, -12.24307], [1.78702, 2.16109, -12.94309], [3.31565, 2.77323, -12.28520], [2.00067, 2.31057, -11.19000], [1.65689, -1.42664, -7.18786], [0.68722, -2.06937, -6.32330], [-0.09054, -2.55699, -5.64084], [1.19112, -0.58475, -7.69379], [2.49276, -1.06458, -6.59303], [2.01910, -2.13820, -7.92613], [-2.56868, 0.31034, 11.07621], [-1.51137, 0.67741, 11.99836], [-0.67698, 0.94539, 12.73432], [-2.55698, -0.76809, 10.93380], [-3.53314, 0.61720, 11.47173], [-2.40913, 0.80004, 10.12024], [6.84754, -3.19108, -2.73876], [7.45327, -4.06458, -1.75038], [7.91225, -4.76561, -0.97073], [6.03779, -3.71312, -3.24212], [6.44567, -2.30677, -2.25082], [7.59466, -2.89123, -3.46952], [-1.73738, -12.90300, 7.93073], [-2.36288, -11.83283, 7.17614], [-2.85604, -10.98937, 6.58139], [-2.45840, -13.33648, 8.61905], [-1.38391, -13.67395, 7.25060], [-0.89536, -12.51082, 8.49585]], "mulliken_charge": [-1.461, -0.179, -0.688, -0.755, 1.414, -0.657, -0.808, -0.656, 1.122, -0.796, -0.543, -1.212, -0.959, -0.096, 0.508, -0.203, -0.499, -0.251, -1.001, -0.384, -0.223, -1.307, 0.244, 0.473, 0.243, 0.266, 0.318, 0.296, 0.551, 0.455, 0.208, 0.541, 0.332, 0.573, 0.452, 0.177, 0.117, 0.483, 0.206, 0.236, 0.133, 0.374, 0.366, 0.294, 0.324, 0.300, 0.428, -0.711, 0.308, -0.412, 0.282, 0.276, 0.252, -0.280, 0.379, -0.569, 0.250, -0.121, 0.237, -0.906, 0.501, -0.489, 0.359, 0.288, 0.273, -0.499, 0.338, -0.453, 0.085, 0.270, 0.266, -0.653, 0.361, -0.445, 0.149, 0.285, 0.291, -0.459, 0.294, -0.483, 0.176, 0.312, 0.183, 0.013, 0.376, -0.497, -0.149, 0.149, 0.046, -0.886, 0.506, -0.456, 0.335, 0.282, 0.284, -0.884, 0.482, -0.509, 0.355, 0.336, 0.262, -0.771, 0.437, -0.426, 0.228, 0.329, 0.235, -0.433, 0.292, -0.372, 0.260, 0.271, -0.042, -0.317, 0.141, -0.369, 0.282, -0.004, 0.268, -0.722, 0.445, -0.420, 0.295, 0.353, 0.041, -0.936, 0.481, -0.389, 0.264, 0.270, 0.337, -0.771, 0.377, -0.415, 0.211, 0.342, 0.275, 0.010, 0.184, -0.467, -0.161, 0.346, 0.162, -0.735, 0.398, -0.449, 0.286, 0.271, 0.230, -0.816, 0.463, -0.394, 0.237, 0.296, 0.324, -0.709, 0.351, -0.417, 0.219, 0.288, 0.257, -0.815, 0.434, -0.445, 0.264, 0.249, 0.335, -0.811, 0.355, -0.370, 0.322, 0.263, 0.266], "charge": -1, "homo_ev": -5.74, "energy_ev": -134460.17889, "mol_weight_g_mol": 1240.54, "orbital_gap_ev": 6.9, "largest_force_ev_per_a": 1.61}